Arrangement P

{
  "formula": "C6H11N4",
  "method": "ωB97M-V with the def2-TZVPD basis set",
  "symbols": ["C", "C", "C", "C", "C", "C", "N", "N", "N", "N", "H", "H", "H", "H", "H", "H", "H", "H", "H", "H", "H"],
  "coordinates": [[0.4109, -2.4261, 1.1522], [-0.6260, 1.6613, -0.0441], [-0.2719, 0.4832, -1.0159], [0.6678, -1.3544, 0.2534], [2.0073, -0.7633, 0.2535], [-1.6895, -1.3289, -0.3562], [0.5623, -3.2580, 1.9039], [-0.3272, -0.7794, -0.3318], [-1.6915, 1.5883, 0.6566], [0.3945, 2.5743, 0.0368], [-0.8158, 0.6458, -1.9889], [0.6880, 0.7184, -1.4035], [2.6602, -0.7634, -0.6611], [2.6042, -1.4242, 0.8782], [1.9208, 0.3968, 0.4834], [-2.3721, -0.6493, 0.0903], [-1.9469, -1.3122, -1.3829], [-1.6974, -2.3468, 0.1194], [-1.9383, 2.3891, 1.2667], [1.0501, 2.7243, -0.7169], [0.4102, 3.2245, 0.8071]],
  "mulliken_charge": [-0.2694, 0.6431, -1.1811, 1.4843, -1.2458, -0.8238, -0.2244, -0.0525, -0.5855, -0.3950, 0.4575, 0.4405, 0.3449, 0.3834, 0.3142, 0.3273, 0.3603, 0.3301, 0.2509, 0.2249, 0.2162],
  "homo_energy_ev": -13.6435,
  "charge": 1,
  "smiles": "[H]/N=C(\\N)C/[N+](C)=C(\\C)C#N"
}



Arrangement Q

{
  "formula": "C6H11N4",
  "method": "ωB97M-V with the def2-TZVPD basis set",
  "symbols": ["C", "C", "C", "C", "C", "C", "N", "N", "N", "N", "H", "H", "H", "H", "H", "H", "H", "H", "H", "H", "H"],
  "coordinates": [[-0.0978, 1.5937, -2.2494], [-0.0879, 0.4561, -1.5558], [0.1734, 2.8196, -1.5902], [-0.2263, -0.2493, 0.7029], [-0.7103, -2.1698, 2.0632], [0.7300, -2.2159, -0.0597], [-0.0220, 0.6749, -0.1804], [0.1775, 2.7649, -0.2730], [0.0116, -1.5055, 0.8646], [0.7108, 3.2877, 0.6948], [-0.2538, 1.5871, -3.3781], [-0.3646, -0.4226, -2.1235], [-0.0004, 3.7296, -2.2180], [-0.6616, 0.1333, 1.6722], [-0.4136, -3.1500, 2.2792], [-0.3229, -1.5972, 2.8792], [-1.7598, -2.2667, 1.9335], [1.4083, -2.9175, 0.4253], [0.1731, -2.7287, -0.8530], [1.2788, -1.4811, -0.5324], [0.2575, 3.6575, 1.4984]],
  "mulliken_charge": [-0.5646, -0.0356, 0.0340, 0.3031, -1.0018, -1.0858, -0.3954, 0.5291, 0.0093, -0.6435, 0.3080, 0.3197, 0.3476, 0.3012, 0.3703, 0.4450, 0.3274, 0.3533, 0.3215, 0.4641, 0.2930],
  "homo_energy_ev": [-12.4074, -12.4075],
  "charge": 1,
  "smiles": "[H]/N=N/C=C\\C=N\\C=[N+](C)C"
}



Arrangement R

{
  "formula": "C6H11N4",
  "method": "ωB97M-V with the def2-TZVPD basis set",
  "symbols": ["C", "C", "C", "C", "C", "C", "N", "N", "N", "N", "H", "H", "H", "H", "H", "H", "H", "H", "H", "H", "H"],
  "coordinates": [[0.1757, 0.3754, 1.2206], [1.5668, 0.1543, 0.9250], [-0.4565, 0.2474, 0.0408], [2.7476, 0.4369, 1.7051], [-1.9075, 0.4483, -0.2290], [-2.8018, -0.7693, 0.0615], [1.7453, -0.1663, -0.3129], [1.2623, -0.5769, -2.9671], [0.5283, -0.1447, -0.9076], [0.3979, -0.2233, -2.2243], [-0.3972, 0.6431, 2.0492], [2.7064, -0.1269, 2.7764], [3.5871, 0.0747, 1.2592], [2.7148, 1.4204, 2.0890], [-2.2894, 1.2853, 0.4378], [-2.1994, 0.7504, -1.1507], [-0.6088, 0.0867, -2.6407], [-3.6468, -0.4001, 0.4382], [-2.4286, -1.3029, 0.9928], [-2.9350, -1.4958, -0.7683], [2.2387, -0.7167, -2.7951]],
  "mulliken_charge": [-0.4816, 0.4436, 0.5158, -1.1874, -0.8581, -1.0707, -0.9047, -0.8139, 0.9352, 0.4406, 0.4513, 0.3043, 0.3905, 0.2986, 0.3274, 0.4234, 0.4090, 0.4072, 0.3112, 0.3064, 0.3520],
  "homo_energy_ev": -14.0630,
  "charge": 1,
  "smiles": "[H]/N=[NH+]\\n1nc(C)cc1CC"
}



Relative energy table, unit eV: arrangement P 0.000; arrangement Q 2.946; arrangement R 2.717